No. 1
DFT (wB97M-V/def2-TZVPD) results for 2 unconnected molecules or ions with the total composition C4H6O2.

Cartesian coordinates (Å):
O 1.579 -1.698 0.598
C 0.862 -0.849 0.090
C 0.714 0.613 0.581
C -0.312 1.158 -0.329
O -0.580 0.299 -1.251
C 0.008 -0.907 -1.052
H 1.667 1.137 0.414
H 0.483 0.683 1.647
H -1.818 -0.100 0.845
H -0.753 2.141 -0.428
H -0.223 -1.674 -1.771
H -1.626 -0.804 0.656

Values from the calculation:
- Frontier orbital gap (spin up / spin down): 7.5989 / 7.6703 eV
- Energy relative to the best compared isomer or geometry (same formula, charge and spin): 92.01 kcal/mol

Charge distribution, Mulliken scheme, values in e: number 1, O, carries -0.66; number 2, C, carries 0.53; number 3, C, carries -0.15; number 4, C, carries -0.24; number 5, O, carries -0.24; number 6, C, carries -0.56; number 7, H, carries 0.26; number 8, H, carries 0.29; number 9, H, carries 0.02; number 10, H, carries 0.35; number 11, H, carries 0.36; number 12, H, carries 0.03

No. 2
DFT (wB97M-V/def2-TZVPD) results for a molecular structure, C4H6O2.

Cartesian coordinates (Å):
O -1.381 -1.745 -1.154
C -0.787 -0.831 -0.737
C 0.463 -0.952 0.874
C 0.937 0.340 1.113
O 0.218 1.575 -0.378
C -0.632 1.010 -1.147
H 1.126 -1.670 0.403
H -0.267 -1.368 1.543
H 0.441 0.970 1.837
H 1.927 0.613 0.855
H -0.344 0.839 -2.197
H -1.703 1.220 -1.013

Values from the calculation:
- Frontier orbital gap: 9.9040 eV
- Energy relative to the best compared isomer or geometry (same formula, charge and spin): 86.18 kcal/mol

Charge distribution, Mulliken scheme, values in e: number 1, O, carries -0.35; number 2, C, carries 0.35; number 3, C, carries -0.65; number 4, C, carries -0.28; number 5, O, carries -0.54; number 6, C, carries -0.22; number 7, H, carries 0.33; number 8, H, carries 0.35; number 9, H, carries 0.21; number 10, H, carries 0.22; number 11, H, carries 0.29; number 12, H, carries 0.29

No. 3
DFT (wB97M-V/def2-TZVPD) results for a molecular structure, C4H6O2.

Cartesian coordinates (Å):
O -1.392 -2.208 0.131
C -0.335 -1.650 -0.031
C -0.232 -0.328 -0.744
C -0.560 0.772 0.279
C 0.957 1.000 0.263
O 1.109 0.145 -0.888
H 0.607 -2.018 0.424
H -0.786 -0.346 -1.689
H -1.027 0.447 1.212
H -1.140 1.577 -0.165
H 1.502 0.584 1.120
H 1.296 2.024 0.088

Values from the calculation:
- Frontier orbital gap: 10.5044 eV
- Energy relative to the best compared isomer or geometry (same formula, charge and spin): 45.49 kcal/mol

Charge distribution, Mulliken scheme, values in e: number 1, O, carries -0.47; number 2, C, carries -0.20; number 3, C, carries 0.34; number 4, C, carries -0.59; number 5, C, carries -0.36; number 6, O, carries -0.46; number 7, H, carries 0.34; number 8, H, carries 0.40; number 9, H, carries 0.25; number 10, H, carries 0.24; number 11, H, carries 0.24; number 12, H, carries 0.29

| no. | energy (eV) |
| --- | --- |
| 1 | -8336.471 |
| 2 | -8336.724 |
| 3 | -8338.488 |